Entry 1:
Density functional theory data (ωB97M-V/def2-TZVPD) for 4 unconnected molecules or ions with the total composition C23H51ClI2NO4S2.

Each line ends with the Löwdin charge.
Element x y z (Å)
I  -0.462  -2.806  -2.102  0.95
I  4.319  -2.730  -0.996  1.06
Cl  0.640  -0.131  -4.048  0.80
S  -1.185  -0.500  0.378  0.83
S  -0.655  2.983  -0.188  0.92
O  -2.891  1.636  -1.335  -0.23
O  5.490  -5.822  -3.438  -0.06
O  0.798  2.154  3.242  -0.07
O  -4.618  2.900  2.932  -0.06
N  1.338  0.543  -2.587  -0.37
C  -0.454  1.545  -1.302  -0.68
C  4.590  0.105  1.048  -0.10
C  3.582  -7.108  -2.672  -0.06
C  -1.225  3.470  3.488  -0.06
C  -5.176  4.059  0.884  -0.05
C  1.738  -2.966  0.740  -0.14
C  0.677  1.870  -2.286  -0.17
C  0.167  0.399  -0.423  -0.54
C  -1.781  1.201  -2.052  -0.26
C  2.284  -0.329  1.964  -0.07
C  1.414  -1.799  -1.611  -0.69
C  -4.674  4.189  2.315  -0.50
C  -1.299  0.958  3.523  -0.06
C  3.083  0.390  0.861  -0.35
C  2.715  0.235  -0.652  -0.14
C  3.427  -5.613  -4.696  -0.06
C  4.320  -6.518  -3.863  -0.50
C  2.163  -2.823  -0.732  -0.77
C  1.345  -0.297  -1.212  -0.33
C  -5.466  5.168  3.159  -0.05
C  -4.075  0.826  -1.387  -0.22
C  -0.490  2.197  3.871  -0.46
C  -4.517  0.431  0.030  -0.07
H  -5.463  6.164  2.714  0.08
H  -4.531  3.336  0.380  0.06
H  -5.519  2.578  3.032  0.09
H  -4.839  1.431  -1.894  0.13
H  -0.468  -1.022  1.389  -0.11
H  -1.832  0.114  -2.228  0.07
H  0.642  2.190  2.293  0.03
H  2.787  1.266  -1.027  0.12
H  5.176  0.369  0.158  0.08
H  4.241  -7.756  -2.096  0.08
H  5.196  -5.095  -2.882  0.01
H  0.670  0.926  0.397  0.06
H  3.521  -0.315  -1.158  0.01
H  2.234  0.314  2.850  0.09
H  -1.404  3.469  2.408  0.03
H  -2.197  3.524  3.979  0.08
H  1.996  -3.774  -1.244  0.01
H  4.773  -0.952  1.272  0.02
H  2.779  -1.262  2.268  0.07
H  -6.506  4.840  3.243  0.09
H  -3.889  -0.056  -2.015  0.12
H  -1.767  3.505  -0.737  -0.08
H  3.978  -5.208  -5.545  0.08
H  3.074  -4.774  -4.084  0.06
H  4.698  -7.328  -4.490  0.14
H  0.939  -2.262  0.991  0.02
H  3.233  -6.304  -2.014  0.06
H  -2.266  0.966  4.028  0.09
H  -5.047  5.233  4.163  0.08
H  2.968  1.467  1.061  0.13
H  4.977  0.698  1.884  0.09
H  -5.277  1.107  0.433  0.06
H  0.327  2.295  -3.228  0.12
H  -5.141  5.006  0.344  0.08
H  1.356  -3.977  0.916  0.10
H  2.316  0.661  -2.858  0.13
H  2.713  -7.685  -2.991  0.08
H  -3.627  4.501  2.272  0.12
H  -0.758  0.054  3.810  0.08
H  -6.203  3.686  0.855  0.09
H  1.422  2.536  -1.847  0.12
H  -0.274  2.201  4.941  0.14
H  1.925  -1.828  -2.579  0.03
H  2.571  -2.806  1.432  0.05
H  -4.903  -0.593  0.064  0.08
H  -3.653  0.497  0.701  0.03
H  2.554  -6.151  -5.068  0.08
H  -1.746  1.693  -3.039  0.13
H  -1.490  0.926  2.446  0.01
H  1.253  -0.576  1.704  0.02
H  -0.643  4.357  3.741  0.09

Atomic forces in eV per Å
0.1 0.1 0.0
0.1 -0.5 -0.2
0.0 -0.1 0.2
0.2 -0.3 -0.3
0.0 0.1 -0.3
0.0 0.0 0.2
-0.1 -0.1 -0.1
0.0 0.0 0.1
0.1 0.0 0.0
-0.1 -0.1 -0.2
0.2 0.0 0.0
0.0 0.2 0.2
0.0 0.0 0.0
0.0 0.0 0.0
0.1 -0.1 0.1
0.0 -0.4 -0.1
-0.1 -0.1 0.0
0.0 0.3 0.2
0.2 -0.1 -0.2
0.3 0.0 0.4
0.1 0.0 0.0
0.1 0.0 -0.1
0.0 0.1 0.0
0.0 0.3 0.3
0.1 0.0 -0.4
0.0 0.0 0.0
0.0 0.0 0.0
-0.3 -0.2 0.0
0.0 0.2 -0.1
0.0 0.0 0.0
-0.3 0.0 0.0
-0.2 0.0 0.1
0.1 0.2 0.0
0.0 0.0 0.0
-0.1 0.0 -0.2
-0.1 0.0 0.1
0.1 -0.2 0.1
-0.2 0.2 -0.1
0.1 0.1 0.0
-0.1 0.1 -0.1
0.1 -0.2 0.1
-0.1 0.0 0.2
0.0 0.0 0.0
0.0 0.1 0.1
0.0 -0.2 -0.2
-0.4 0.2 0.1
0.0 -0.1 -0.3
0.0 0.0 0.1
0.0 0.0 0.0
0.0 0.2 0.1
0.0 0.3 -0.1
-0.2 0.6 -0.1
0.0 0.0 0.0
0.0 0.1 0.2
0.1 -0.1 0.1
0.0 0.0 0.0
0.0 0.0 0.0
0.0 0.0 0.0
0.3 -0.5 -0.2
0.0 0.0 0.0
0.0 0.0 0.0
0.0 0.0 0.0
-0.1 -0.3 -0.1
-0.1 -0.1 -0.1
0.1 -0.1 -0.2
0.1 0.0 0.2
0.0 0.0 0.1
0.1 0.2 -0.1
0.0 0.1 0.1
0.0 0.0 0.0
0.0 0.1 0.1
0.0 0.0 0.0
0.0 0.0 0.0
-0.1 -0.2 0.0
0.0 0.0 0.0
-0.1 0.0 0.2
-0.4 -0.2 -0.4
0.0 0.2 -0.1
-0.3 -0.1 -0.1
0.0 0.0 0.0
0.0 -0.1 0.1
0.0 0.1 0.2
0.4 0.3 0.1
0.0 0.0 0.0

Summary:
charge = +1
orbital gap = 7.74 eV
largest force on an atom = 0.6 eV/Å
spin multiplicity = 1

=====

Entry 2:
Density functional theory data (ωB97M-V/def2-TZVPD) for 13 unconnected molecules or ions with the total composition C23H52Cl3F6N5O9 at a distorted geometry.

Each line ends with the Löwdin charge.
Element x y z (Å)
Cl  0.200  0.027  3.800  -0.38
Cl  3.254  5.058  2.347  0.39
Cl  0.978  -4.864  -1.649  -0.18
F  3.864  0.497  -0.013  0.22
F  5.030  -1.163  0.834  0.14
F  5.784  0.051  -0.869  0.11
F  -7.139  1.553  6.156  0.13
F  -8.944  0.332  5.892  0.13
F  -7.165  -0.438  6.758  0.24
O  -7.653  0.103  3.208  0.01
O  7.088  0.531  1.328  -0.08
O  1.573  -1.256  -1.370  0.04
O  5.901  2.254  0.430  0.01
O  -6.329  -1.060  4.431  0.20
O  1.085  4.058  0.711  -0.05
O  -3.258  -3.144  -1.797  0.01
O  -0.729  4.990  -3.054  -0.01
O  -1.712  -3.525  2.605  0.15
N  0.045  -2.697  1.263  0.08
N  -2.998  -5.349  -2.275  -0.02
N  -0.879  3.763  1.888  0.00
N  1.249  5.788  -3.833  0.00
N  3.619  -1.714  -2.254  -0.01
C  -0.954  -3.846  1.744  -0.34
C  -0.070  3.652  0.813  -0.53
C  1.558  -2.936  1.322  -0.04
C  2.511  0.202  -3.083  0.01
C  3.788  -2.953  -1.591  -0.14
C  -0.017  5.339  -4.016  -0.52
C  7.601  0.770  2.696  -0.20
C  5.055  0.093  0.293  -0.58
C  -0.827  -5.279  1.257  0.01
C  -6.983  2.494  2.955  -0.05
C  -0.539  4.559  3.108  -0.05
C  -0.779  3.336  -0.522  0.00
C  -8.188  1.485  3.013  -0.16
C  -0.642  5.312  -5.392  -0.01
C  5.792  1.049  1.121  -0.37
C  -2.474  -3.762  -4.043  -0.02
C  -7.201  -0.299  4.386  -0.42
C  1.919  6.089  -2.565  -0.05
C  9.036  0.199  2.969  -0.07
C  -2.914  -4.015  -2.609  -0.53
C  2.452  -1.013  -2.161  -0.55
C  -7.596  0.308  5.845  -0.58
C  -3.713  -5.899  -1.109  -0.06
H  -3.035  -4.303  -4.828  0.08
H  9.132  0.287  4.063  0.07
H  -7.404  -12.917  -1.183  0.10
H  2.136  4.950  2.031  -0.42
H  -2.575  -2.697  -4.107  0.07
H  2.084  -1.945  1.240  0.10
H  -6.474  2.453  3.930  0.07
H  0.291  4.064  3.689  0.11
H  3.398  0.087  -3.723  0.08
H  8.991  -0.876  2.697  0.08
H  3.026  -3.162  -0.800  0.02
H  -6.364  2.214  2.075  0.09
H  1.611  6.331  -4.618  0.13
H  -1.472  4.826  3.550  0.05
H  -8.913  1.686  3.815  0.11
H  -8.774  1.386  2.030  0.14
H  -0.547  5.651  2.746  0.11
H  1.225  6.443  -1.806  0.08
H  3.687  -3.921  -2.111  0.05
H  2.690  6.875  -2.711  0.09
H  6.720  2.312  -0.195  0.17
H  7.541  1.884  2.796  0.13
H  -0.800  4.251  -1.175  0.06
H  6.986  0.253  3.472  0.12
H  -0.676  -5.897  2.126  0.09
H  5.193  1.379  1.949  0.17
H  2.336  5.137  -2.265  0.08
H  2.550  1.143  -2.487  0.10
H  1.634  0.252  -3.680  0.07
H  -2.352  -7.582  -5.942  0.06
H  -0.225  -1.828  1.874  0.11
H  -0.074  6.056  -5.978  0.07
H  -2.815  -4.099  -11.014  0.06
H  -2.686  -5.983  -3.056  0.13
H  4.485  -1.263  -2.571  0.13
H  -0.052  -2.434  0.248  0.15
H  -3.301  -6.881  -0.796  0.09
H  -0.205  2.627  -1.171  0.09
H  -0.098  -5.432  0.490  -0.04
H  4.821  -2.912  -1.115  0.10
H  -1.635  5.717  -5.319  0.07
H  9.877  0.689  2.464  0.07
H  1.787  -3.703  0.575  0.01
H  -1.725  2.922  -0.173  0.06
H  -1.931  -5.329  1.033  0.09
H  -3.453  -5.221  -0.306  0.05
H  -1.754  3.296  1.702  0.12
H  1.775  -3.386  2.319  0.11
H  -4.753  -5.971  -1.379  0.08
H  -0.737  4.288  -5.857  0.11
H  -1.423  -3.899  -4.264  0.07
H  -7.402  3.498  2.748  0.08

Atomic forces in eV per Å
0.0 -0.3 -0.4
5.4 0.8 1.8
-0.1 0.0 0.0
-1.4 0.0 0.0
-0.3 1.0 -0.5
-0.5 -0.9 -0.2
-0.3 -0.2 -1.0
-0.4 0.3 0.2
1.1 -2.3 2.0
-1.3 1.5 -0.1
-0.1 -0.6 1.9
-0.9 -0.5 0.1
1.7 1.3 -1.8
2.3 -3.1 0.4
-0.1 -0.1 1.2
0.7 -0.8 -1.4
1.2 0.4 -1.1
0.6 0.3 -1.0
-0.2 1.5 -0.1
0.8 -1.1 -1.9
0.6 -0.1 0.1
0.3 1.4 -1.7
-0.1 -0.4 -0.5
1.0 0.3 1.4
0.5 1.6 -2.5
-0.3 -0.3 1.7
0.6 0.3 0.9
1.2 -1.7 2.6
-1.9 -0.8 2.4
0.3 0.5 -0.3
1.6 -1.6 -1.1
-1.8 1.9 0.4
-1.6 -0.8 -0.6
-0.6 0.7 -2.4
0.7 -0.5 0.5
0.1 -0.6 -0.8
1.1 0.2 -0.6
2.2 1.8 0.3
0.0 0.5 0.1
-0.1 3.0 0.9
-0.3 -0.3 -0.3
-1.5 -0.1 -0.4
-0.8 -0.7 1.5
1.6 1.4 -0.4
-1.5 1.7 -2.8
1.7 0.2 -0.7
0.0 0.3 0.7
0.3 -0.1 -0.4
0.0 0.0 0.0
-5.1 -0.7 -1.7
-0.5 0.6 -0.6
-0.7 -1.2 -0.3
0.1 0.2 -0.6
-1.1 1.2 -0.4
-0.4 0.4 0.1
0.3 0.6 0.2
0.8 1.0 -0.5
-0.1 0.1 0.9
-0.1 -0.6 0.3
-0.8 -1.4 1.6
0.3 0.1 -0.2
1.0 0.3 1.5
2.1 -1.3 0.2
-0.2 -0.1 0.0
0.3 0.7 -0.9
-0.4 -0.7 -0.1
-2.2 -0.8 1.8
0.2 -0.9 0.4
-0.5 -0.7 1.1
-0.1 0.5 -0.9
0.2 -0.2 0.4
0.0 -0.6 1.2
0.5 0.2 0.7
0.1 -0.7 -0.3
-0.8 0.0 -0.6
0.0 0.1 -0.1
0.6 -1.6 -1.0
-0.2 -0.7 -0.6
0.0 -0.1 0.2
-0.6 0.8 1.6
-1.1 -0.3 -0.1
-0.5 -0.3 0.8
-0.2 0.5 -0.6
-0.5 0.2 0.9
0.0 -0.2 -0.8
-1.3 -0.4 -0.3
-0.5 0.0 0.3
-0.4 0.0 0.0
0.0 0.6 -0.1
-0.5 0.0 -1.2
1.3 -1.0 -0.6
-0.8 0.2 0.2
-0.2 0.3 0.9
-0.1 0.5 -0.6
-0.5 0.0 0.6
0.5 1.2 0.5
0.4 -0.6 0.5
0.3 -0.4 0.3

Summary:
charge = 0
orbital gap = 1.03 eV
largest force on an atom = 5.8 eV/Å
spin multiplicity = 1